Molecular formula: C30H52N11Ti
Method: DFT, ωB97M-V with the def2-TZVPD basis set

The geometry in XYZ format:
```
94
Properties=species:S:1:pos:R:3:forces:R:3
Ti -21.54979 -4.95425 -4.19632 -0.2 -0.3 -0.1
N -22.48436 -7.95806 -6.62256 1.6 1.4 1.7
N -23.29537 -9.25430 -4.97429 -2.4 -0.8 2.0
N -23.38055 -5.37400 -2.52397 -1.0 0.9 -0.9
N -18.50698 -4.42164 -2.19812 -1.8 2.0 -0.8
N -24.57218 -3.33573 -6.83420 1.2 0.1 -0.6
N -20.82534 -4.36757 -2.14908 0.3 -0.4 0.3
N -12.38817 -4.72027 -8.67330 -0.2 -0.3 0.3
N -22.36520 -7.16245 -4.39296 0.0 0.7 -0.3
N -23.22215 -3.84607 -4.99921 0.3 1.3 -0.3
N -19.58684 -5.05295 -0.19376 1.0 1.1 -1.5
N -22.39599 -2.41808 -6.75403 -0.7 -1.4 1.2
C -24.58537 -9.37403 -4.24918 0.0 1.8 0.2
C -19.87201 -4.69796 -5.66192 -0.4 -0.2 0.7
C -22.86529 -10.47624 -5.52301 1.2 -2.8 0.5
C -21.87350 -2.85798 -8.05615 -2.0 1.2 -0.4
C -22.72830 -8.04963 -5.26864 0.3 -0.5 -1.6
C -17.12625 -4.51486 -7.92543 2.7 1.0 1.8
C -22.38829 -7.57319 -3.00243 0.2 0.2 0.1
C -16.32260 -4.94251 -5.65998 1.1 -0.4 -1.6
C -23.22342 -4.46642 -1.37947 -1.5 -0.2 0.3
C -14.97654 -4.91472 -6.10079 -1.3 0.2 -0.4
C -15.78847 -4.37115 -8.34311 -1.0 -0.4 -0.6
C -18.73735 -4.78995 -6.10235 0.7 0.2 -0.2
C -24.58719 -4.93216 -3.23657 -0.5 -0.9 -1.4
C -21.33219 -7.10191 -7.01753 -2.1 -0.2 0.3
C -19.67288 -4.55659 -1.52475 -0.4 -1.5 1.2
C -17.36445 -4.74056 -6.56017 -0.8 -0.2 -0.5
C -21.41198 -1.67669 -5.94800 0.4 -0.5 0.9
C -18.62448 -4.43745 0.75195 -2.1 -1.6 1.7
C -20.65038 -5.84717 0.38267 1.3 -0.6 -0.4
C -17.32038 -5.15526 -1.88399 0.6 1.1 -0.6
C -21.91221 -3.77962 -1.37591 1.9 2.5 1.6
C -24.97731 -2.47595 -7.92757 -0.6 2.2 -0.4
C -24.33981 -3.69058 -4.05495 -0.7 -0.6 -1.3
C -13.36735 -4.74156 -8.06810 -1.5 0.9 0.6
C -14.73223 -4.59682 -7.44644 1.1 -0.9 -0.7
C -18.44493 -3.21051 -3.12085 0.5 -1.2 0.7
C -25.15448 -4.63573 -6.85677 -2.5 -0.2 -1.5
C -23.37408 -8.47359 -7.60312 -0.8 0.3 -2.1
C -23.44695 -6.81477 -2.21105 0.2 0.4 -0.1
C -23.37665 -3.22839 -6.16583 1.0 0.6 0.0
H -21.99641 -2.74548 -1.76544 -0.4 -0.4 -0.2
H -21.01442 -3.44566 -7.97827 1.3 -1.3 0.6
H -19.25992 -3.80685 1.44789 1.0 -0.7 -0.3
H -23.40217 -5.02681 -0.47010 0.2 -0.2 0.4
H -21.28280 -0.78579 -6.53629 0.6 0.6 0.0
H -17.96385 -3.49209 -4.05051 0.0 0.1 0.0
H -20.21201 -6.50327 1.13235 0.1 0.1 0.2
H -25.26344 -3.42257 -4.61407 0.4 -0.1 0.6
H -26.10502 -2.38557 -7.98187 1.2 -0.4 0.3
H -22.13181 -10.32548 -6.29045 0.1 0.1 -0.6
H -14.15404 -5.17590 -5.45582 0.0 0.0 0.1
H -22.68729 -3.41372 -8.56154 0.7 0.3 0.0
H -23.83339 -7.60005 -8.17547 0.0 -0.9 0.9
H -20.97640 -6.53248 -0.39435 -0.7 0.2 0.0
H -24.87263 -5.76962 -3.90807 0.2 0.5 0.1
H -20.71153 -7.75882 -7.62644 0.5 0.7 -0.1
H -23.67300 -11.17267 -5.84974 0.2 1.0 -0.2
H -24.80696 -5.26395 -6.06951 0.2 -0.4 0.3
H -24.08557 -2.85257 -3.43853 0.0 0.6 0.7
H -25.49325 -4.75554 -2.63414 0.4 -0.2 0.5
H -16.80643 -5.33107 -2.83025 0.2 -0.1 0.4
H -22.31455 -11.15532 -4.79291 -0.5 1.0 -0.2
H -26.25348 -4.48823 -6.81660 0.3 -0.3 0.6
H -16.66930 -5.32187 -4.73804 0.4 0.0 1.1
H -21.58121 -3.52180 -0.30575 -0.5 -0.7 -1.2
H -17.61681 -6.05333 -1.43346 -0.3 -1.5 0.5
H -20.92073 -6.71732 -6.07877 0.6 -0.6 -0.7
H -19.41954 -2.77840 -3.34584 0.1 -0.5 0.2
H -22.47602 -8.65433 -2.99284 -0.2 -0.2 0.7
H -21.71749 -1.33569 -4.89942 -0.1 -0.8 -1.6
H -21.44389 -7.29763 -2.51821 0.2 -0.1 -0.3
H -24.13248 -9.15042 -7.15883 0.4 0.7 -0.4
H -24.61370 -1.41332 -7.70345 -0.3 -1.6 -0.5
H -21.56323 -1.99479 -8.64599 -0.4 0.1 -0.1
H -17.94612 -4.18323 -8.47287 -1.1 0.0 -1.4
H -15.60268 -4.16916 -9.41647 0.1 -0.1 0.9
H -16.65596 -4.66084 -1.17292 0.2 0.2 -0.2
H -24.66165 -2.76115 -8.97174 0.0 0.0 1.1
H -17.86870 -2.48222 -2.57767 0.5 0.5 0.0
H -22.87890 -9.01748 -8.45599 0.0 0.1 1.1
H -25.08130 -5.11567 -7.85775 0.6 0.1 0.4
H -20.44403 -2.24686 -5.86395 -0.9 0.6 -0.1
H -21.40247 -5.25012 0.85166 -0.8 0.2 0.2
H -17.97647 -3.78593 0.26071 1.1 0.9 -0.8
H -24.06485 -3.71186 -1.37500 1.0 -0.6 -0.1
H -23.20402 -6.81293 -1.16799 -0.1 -0.9 0.7
H -24.57564 -9.96055 -3.28534 0.4 1.0 -0.7
H -21.74208 -6.19795 -7.50794 0.6 -0.4 -0.4
H -25.28218 -9.92871 -4.88011 -0.1 0.2 -0.2
H -24.96999 -8.28074 -4.14607 0.4 -2.1 0.2
H -18.05440 -5.24126 1.33911 -0.8 1.2 -0.8
H -24.44842 -7.21350 -2.39273 0.1 0.1 0.2
```
Positions in Å, forces in eV/Å.

Calculated values
LUMO energy (alpha / beta) = -1.7 / -1.7 eV
F_max = 3.49 eV/A
<S²> = 2.005
HOMO-LUMO gap (alpha / beta) = 6.89 / 8.62 eV
2S+1 = 3
Molar mass = 614.7 g mol⁻¹
Charge = +1

=====

Molecular formula: C30H52N6ORhSSeSi4
Method: DFT, ωB97M-V with the def2-TZVPD basis set

The geometry in XYZ format:
```
96
Properties=species:S:1:pos:R:3:forces:R:3
Rh 0.92442 0.73312 0.17793 0.6 -0.1 -0.2
Se 2.76570 4.49290 2.57275 -0.2 -0.2 -0.2
S 1.49940 -2.30124 0.17887 0.7 0.4 -0.1
Si -1.50884 0.91257 0.43371 -0.5 0.2 0.2
Si -2.65163 1.53505 2.43200 0.1 -0.1 0.1
Si -2.81559 -0.87797 -0.38060 0.1 -0.2 0.1
Si -1.88507 3.00504 -0.76769 0.3 -0.3 0.2
O 2.98255 -2.08885 0.18662 -0.4 -0.1 0.0
N 1.38276 0.47729 2.18952 -0.1 0.2 0.2
N 3.56581 0.90210 -1.02954 -0.3 -0.1 0.5
N 1.02434 0.48763 -4.13967 0.1 0.0 -0.1
N 1.35171 0.70689 -1.84592 0.4 0.0 -0.1
N 2.92252 0.81556 0.15459 0.0 0.0 -0.2
N 1.14290 3.09209 0.51245 0.0 0.0 0.0
C 1.23198 -3.84541 1.07231 -0.1 -0.1 0.1
C -4.33288 2.30125 2.12409 -0.1 0.1 -0.1
C -3.60627 2.63249 -1.37432 -0.3 0.1 -0.2
C 2.77335 0.82193 -2.03588 -0.2 0.0 -0.4
C 1.00078 -4.19037 -1.98889 0.0 0.0 0.0
C -2.25968 -2.41906 0.52359 0.0 -0.1 0.1
C 4.63976 0.93215 -3.70565 0.0 0.0 0.0
C 2.81299 0.59672 -5.78120 0.0 0.0 0.0
C 0.58094 0.15731 3.21862 0.1 -0.1 -0.1
C 5.07435 0.89585 -5.01488 0.0 0.0 -0.1
C 1.77342 3.63977 1.31392 0.3 0.3 0.3
C 3.20636 0.64459 3.77537 0.0 0.0 -0.1
C -1.59884 2.71937 3.43157 0.1 0.1 0.1
C -3.02225 0.01274 3.47021 0.0 -0.1 0.2
C 0.99752 0.08643 4.52089 0.1 0.0 0.0
C 1.08817 -2.72920 -1.54595 0.0 -0.1 0.0
C -0.79512 3.38225 -2.22199 0.2 0.1 -0.2
C -2.63210 -1.15936 -2.23025 0.0 0.0 -0.1
C 3.28164 0.80540 -3.40944 0.0 0.0 0.2
C 3.55611 0.85986 1.32159 -0.1 0.0 -0.1
C 0.59400 0.53578 -2.87848 -0.1 0.0 0.1
C -1.84301 4.47710 0.36050 -0.1 0.2 0.1
C 2.35258 0.36345 4.80105 -0.1 0.0 0.1
C 4.16018 0.72900 -6.05528 0.1 0.0 0.0
C 2.20726 -3.06209 3.28998 0.0 0.0 0.0
C -4.64882 -0.68397 -0.05540 -0.1 0.1 0.0
C 2.38806 0.63463 -4.45985 -0.2 0.0 -0.1
C 2.73252 0.67634 2.44000 -0.1 -0.1 0.2
C 0.97755 -3.59183 2.55851 0.1 0.1 -0.1
C -0.40639 -4.78011 -1.93367 0.0 0.0 0.0
H -2.47707 -2.33802 1.59220 0.0 0.0 0.0
H 5.33585 1.05680 -2.88728 0.0 0.0 0.0
H 2.71699 0.33231 5.82031 0.0 0.0 0.0
H -3.60620 1.80146 -2.08047 0.0 0.0 0.0
H 0.35760 0.32966 -4.87713 0.0 0.0 0.0
H 0.26475 3.29371 -1.98164 0.0 0.0 0.0
H -2.14463 -0.42516 3.94890 0.0 0.0 0.0
H -1.02693 2.76660 -3.09141 0.0 0.0 0.0
H -2.78530 -3.29924 0.13992 0.0 0.0 0.0
H -1.61194 -1.39849 -2.53851 -0.1 0.0 0.0
H 6.12887 0.99507 -5.23428 0.0 0.0 0.0
H 1.70837 -4.79893 -1.42269 0.0 0.0 0.0
H -2.16223 5.35134 -0.21799 0.0 0.0 0.0
H 3.00794 -3.80471 3.28077 0.0 0.0 0.0
H -1.18838 -2.59179 0.41723 0.0 0.0 0.0
H -4.31510 3.24401 1.57885 0.0 0.0 0.0
H 4.63076 0.96841 1.37586 0.0 0.0 0.0
H -4.30418 2.40815 -0.57095 0.0 0.0 0.0
H -2.15749 3.06382 4.30738 0.0 0.0 0.0
H 0.65889 -4.53423 3.00743 0.0 0.0 0.0
H 0.14080 -2.89545 2.66650 0.0 0.0 0.0
H -1.10988 -4.14548 -2.47926 0.0 0.0 0.0
H -2.50161 4.38744 1.22004 0.0 0.0 0.0
H -0.47015 0.42143 -2.72400 0.0 0.0 0.0
H 2.09394 0.46847 -6.58231 0.0 0.0 0.0
H -4.87001 -0.58083 1.00822 0.0 0.0 0.0
H 2.60317 -2.15796 2.82261 0.0 0.0 0.0
H -0.44381 -0.05346 2.94784 0.0 0.0 0.0
H -0.79078 -4.88667 -0.91809 0.0 0.0 0.0
H -4.98826 1.61102 1.58901 0.0 0.1 0.0
H -5.08205 0.17130 -0.57689 0.0 0.0 0.0
H -2.97261 -0.30056 -2.81472 0.0 0.0 0.0
H -5.16443 -1.58125 -0.41266 0.0 0.0 0.0
H -4.79149 2.49697 3.09861 0.0 0.0 0.0
H -0.68786 2.23380 3.78535 0.0 0.1 0.0
H 0.29720 -0.18110 5.29997 0.0 0.0 0.0
H 0.16492 -2.19348 -1.78097 0.0 0.0 0.0
H 1.91371 -2.21593 -2.04525 0.0 0.0 0.0
H -0.83110 4.66335 0.71495 0.0 0.0 0.0
H -0.42809 -5.76869 -2.39303 0.0 0.0 0.0
H -0.98435 4.42368 -2.50439 0.0 0.0 0.0
H 1.97256 -2.82924 4.32862 0.0 0.0 0.0
H -3.71065 0.30121 4.27151 0.0 0.0 0.0
H 4.50334 0.69658 -7.08082 0.0 0.0 0.0
H -3.26090 -2.01033 -2.51044 0.0 0.0 0.0
H -1.30831 3.59663 2.85187 0.0 0.0 0.1
H -3.97605 3.51994 -1.90400 0.0 -0.1 0.0
H 2.16773 -4.38824 0.91824 -0.1 -0.1 0.0
H 1.34389 -4.23233 -3.02481 0.0 0.0 0.0
H 0.40950 -4.38808 0.61205 0.0 0.0 0.0
H 4.25700 0.83141 3.95596 0.0 0.0 0.0
H -3.51114 -0.77010 2.88773 0.0 0.0 0.0
```
Positions in Å, forces in eV/Å.

Calculated values
LUMO energy (alpha / beta) = -2.0 / -5.8 eV
F_max = 0.77 eV/A
<S²> = 6.052
HOMO-LUMO gap (alpha / beta) = 6.05 / 4.37 eV
2S+1 = 5
Energy above the lowest of the compared OMol25 structures with the same formula, charge and spin = 23.7 kcal per mole
Molar mass = 839.1 g mol⁻¹
Charge = +1